Entry from OMol25: a structure of composition C40H27AuF15GeN4S3 (the ωB97M-V functional and the def2-TZVPD basis).

```
91
Properties=species:S:1:pos:R:3:forces:R:3:mulliken_charge:R:1
Au -0.21703 0.59898 -1.36535 0.5336 0.3964 -0.4580 0.861
C -3.71088 1.70022 2.25044 -0.0733 -0.0001 -0.0418 -0.876
N -3.49190 0.35811 1.73642 -0.0320 -0.0648 -0.0880 0.434
C -4.44267 -0.64843 1.67603 -0.0401 0.3137 0.1584 -1.130
C -3.86566 -1.70944 1.10267 0.1253 -0.1211 -0.0970 -0.353
N -2.54913 -1.35645 0.80050 -0.0917 0.0472 -0.0750 0.757
C -2.32165 -0.05670 1.18266 -0.0805 -0.0472 0.2510 -0.109
S -0.92480 0.89011 1.10286 -0.2014 -0.1379 0.0982 -0.421
C -1.65483 -2.26935 0.16822 0.1534 -0.0648 -0.0066 -0.006
C -1.74810 -3.61359 0.49755 -0.0779 -0.1410 0.2078 -0.830
C -0.95743 -4.51387 -0.19315 -0.0128 -0.0219 -0.0140 -0.698
C -0.08464 -4.04129 -1.15851 0.0440 0.0247 0.0121 -0.870
C -0.03004 -2.67683 -1.37608 0.0668 0.0805 0.0157 -0.267
N -0.81380 -1.80469 -0.73634 -0.1341 -0.1916 -0.0859 0.545
H -4.56893 1.68459 2.91873 0.0107 -0.0493 -0.0118 0.358
H -3.89801 2.39641 1.43216 0.0301 -0.0227 -0.0102 0.245
H -2.82846 2.03314 2.78763 0.0506 -0.0292 0.0413 0.330
H -5.44610 -0.51247 2.04495 0.1057 -0.0001 -0.0191 0.575
H -4.27714 -2.67293 0.85872 0.0888 0.0579 -0.0157 0.643
H -2.40496 -3.94110 1.29374 0.0437 0.0121 -0.0584 0.535
H -1.01517 -5.57238 0.02626 0.0019 0.0360 0.0410 0.428
H 0.55834 -4.70841 -1.71563 0.0010 0.0248 0.0220 0.442
H 0.67886 -2.24531 -2.07685 -0.0801 -0.0307 0.0382 0.343
C 2.51281 -0.25793 -5.87627 -0.0858 -0.0132 0.0928 -1.424
C 1.04668 0.08703 -5.81743 -0.0813 0.0362 -0.0471 -0.128
C 0.25965 0.07361 -6.97163 0.0357 -0.0106 0.0562 -0.457
C -1.10086 0.38921 -6.92528 0.0655 -0.0393 -0.1974 -0.133
C -1.92916 0.36371 -8.18786 -0.0029 0.0193 0.0748 -1.542
C -1.68659 0.73004 -5.72750 0.0781 -0.0969 0.0743 -0.072
C -0.94218 0.75237 -4.50483 -0.0992 0.0763 -0.1746 0.713
C 0.44760 0.42030 -4.62113 -0.2268 0.1297 0.3984 -0.146
N -1.42706 1.05531 -3.27695 0.2241 -0.1797 0.0028 -0.139
C -2.77680 1.56266 -2.94615 -0.2005 0.0731 -0.0459 1.744
C -3.48315 0.47197 -2.12510 0.1631 -0.0470 -0.0509 -1.010
C -2.56919 2.80951 -2.06741 0.1435 -0.0700 -0.0959 -1.403
C -3.71094 1.97339 -4.09231 -0.0002 0.0636 0.0698 -2.551
H 2.86399 -0.30837 -6.90735 -0.0025 0.0139 0.0561 0.388
H 2.69588 -1.22444 -5.40230 0.0032 0.0033 -0.0366 0.283
H 3.10822 0.47562 -5.33313 0.0041 0.0175 -0.0275 0.342
H 0.71439 -0.18062 -7.92435 -0.0243 0.0027 0.0498 0.278
H -1.33072 0.05021 -9.04206 -0.0174 0.0114 -0.0008 0.378
H -2.33951 1.35226 -8.40497 0.0234 -0.0314 -0.0039 0.333
H -2.77009 -0.32640 -8.09331 0.0338 0.0151 0.0052 0.345
H -2.73347 0.95740 -5.74845 0.1435 -0.0957 -0.0623 0.482
H 1.04605 0.46765 -3.71975 0.0330 -0.0494 0.0803 0.244
H -2.91618 0.26105 -1.21680 -0.0655 0.0093 -0.0800 -0.190
H -3.56081 -0.45254 -2.70389 -0.0363 0.0434 0.0292 0.357
H -4.48719 0.80425 -1.85018 0.0472 -0.0012 -0.0173 0.520
H -1.94050 2.58003 -1.20568 -0.0391 0.0255 0.0077 0.218
H -3.53510 3.17927 -1.71465 0.0373 -0.0300 -0.0309 0.371
H -2.08080 3.59830 -2.64509 -0.0454 -0.0186 0.0469 0.400
H -4.07709 1.11355 -4.65347 -0.1256 0.1077 0.1212 0.507
H -3.22747 2.67969 -4.77074 -0.0994 -0.0287 0.0465 0.552
H -4.58003 2.46732 -3.65631 0.0308 0.0133 0.0283 0.561
S 2.85775 -0.26079 -1.60648 -0.3727 -0.0535 -0.2367 -0.246
C 1.89923 0.79222 -0.82459 0.4001 0.0811 0.2916 -0.121
F -0.06128 -1.68314 3.17081 -0.1418 0.0825 -0.1340 -0.491
C -0.14290 -0.81727 4.19978 0.1996 0.0211 0.0325 -0.456
C 0.84260 0.14300 4.36673 -0.0897 0.1856 -0.4881 0.331
C 0.73944 0.93505 5.49675 0.0679 -0.0851 -0.1452 0.590
F 1.66748 1.85670 5.77425 -0.0442 -0.0305 0.1294 -0.309
C -0.30432 0.80094 6.39598 0.0394 0.0923 0.0878 0.122
F -0.37248 1.56549 7.48700 -0.0051 0.0487 0.0247 -0.314
C -1.29299 -0.13388 6.16264 -0.0223 -0.0047 0.0000 0.749
F -2.31542 -0.24983 7.00534 -0.1096 -0.0271 0.1124 -0.325
C -1.21118 -0.95930 5.05794 -0.0202 -0.0426 -0.0384 -0.045
F -2.16135 -1.87442 4.83326 -0.0543 -0.0710 0.0028 -0.361
Ge 2.08924 0.37506 2.77981 0.4356 -0.2566 0.7783 1.520
S 2.20953 1.92129 0.36041 -0.2673 -0.2046 -0.1336 -0.176
C 3.42959 1.75765 3.33069 -0.3945 -0.0742 -0.2238 -0.350
C 4.80432 1.63841 3.27763 -0.1680 -0.0273 0.0412 -0.049
F 5.38005 0.45548 3.03101 0.0599 -0.0810 -0.0346 -0.301
C 5.64157 2.72240 3.46091 0.0235 -0.0306 -0.0026 0.084
F 6.96534 2.57862 3.42496 0.1250 -0.0192 -0.0138 -0.306
C 5.09672 3.97203 3.67396 -0.0020 0.0133 0.0147 0.607
F 5.89176 5.02242 3.84041 0.1174 0.1508 0.0380 -0.308
C 3.72461 4.13511 3.70873 -0.0586 0.0478 0.0095 0.055
F 3.20776 5.34784 3.90409 -0.0526 0.0821 0.0144 -0.307
C 2.92166 3.03122 3.52656 -0.0393 -0.1855 -0.0123 0.273
F 1.58671 3.20807 3.51853 0.0920 0.0875 -0.0651 -0.386
C 2.99948 -1.40866 3.02400 0.0302 0.3766 -0.1881 -0.459
C 3.75933 -1.67195 4.15038 -0.0886 0.0847 -0.1373 0.825
F 3.86750 -0.74943 5.11750 0.0287 -0.0304 0.0022 -0.361
C 4.42496 -2.86848 4.32221 0.0166 -0.0073 0.0872 0.146
F 5.15528 -3.10448 5.41280 0.0471 0.0054 0.0417 -0.309
C 4.32106 -3.84323 3.34668 -0.0157 -0.0262 0.0127 0.651
F 4.95500 -5.00127 3.49780 0.0645 -0.1438 0.0263 -0.312
C 3.53982 -3.62651 2.22933 -0.0211 -0.0795 -0.0793 -0.254
F 3.40763 -4.59009 1.31206 0.0069 -0.0186 -0.0258 -0.309
C 2.89251 -2.41532 2.08868 -0.1319 0.1391 0.0669 -0.040
F 2.10774 -2.24467 1.01612 -0.0005 -0.0194 -0.1285 0.186
```
Forces are in eV/Å.

Output
**HOMO energy (alpha / beta)**: -6.58 / -7.54 eV
**2S+1**: 4
**Net charge**: 0
**HOMO-LUMO gap (alpha / beta)**: 6.736 / 5.640 eV
**⟨S²⟩**: 3.814

Entry from OMol25: a structure of composition C25H18N4O10PPtS (the ωB97M-V functional and the def2-TZVPD basis).

```
60
Properties=species:S:1:pos:R:3:forces:R:3:nbo_charge:R:1
Pt 2.23174 0.18832 -0.41077 0.2434 -0.6920 -0.3164 0.765
O 5.08149 3.04404 -0.55054 -0.0152 0.0229 0.0150 -0.636
C 4.02603 2.45578 -0.44764 0.0182 -0.0642 -0.0658 0.790
O 3.94268 1.17097 -0.21310 -0.0694 0.3020 0.2521 -0.696
C 2.70422 3.22034 -0.54612 -0.0085 0.1552 0.1445 -0.877
P 1.24586 2.11853 -0.33552 0.0072 0.4027 -0.3133 1.250
C 0.13855 2.50667 -1.70843 -0.1089 0.0194 0.0137 -0.409
C -0.25933 3.82157 -1.94041 0.0450 0.0565 -0.0342 -0.191
C -1.07312 4.12358 -3.02110 0.0192 0.0294 0.0373 -0.230
C -1.49907 3.10946 -3.86877 -0.0113 -0.0208 -0.0165 -0.199
C -1.11338 1.79808 -3.63350 -0.0359 0.0162 -0.0307 -0.232
C -0.29479 1.49236 -2.55575 -0.0679 -0.0047 0.1045 -0.092
C 0.50253 2.79439 1.16964 0.0342 -0.1495 0.1213 -0.380
C 1.32752 2.94125 2.28107 0.0263 -0.0679 0.0826 -0.112
C 0.82722 3.46154 3.46342 0.0057 -0.0057 -0.0316 -0.237
C -0.50355 3.84667 3.53869 0.0016 0.0075 -0.0231 -0.203
C -1.32754 3.70141 2.43194 -0.0562 0.0347 0.0559 -0.212
C -0.83215 3.16818 1.25279 0.0303 -0.0496 -0.0671 -0.169
H 2.65221 3.76792 -1.48668 0.0620 -0.1279 -0.0862 0.263
H 2.72602 3.97135 0.24500 -0.0401 0.0373 -0.0472 0.259
H 0.06519 4.61363 -1.27418 0.0049 -0.0028 -0.0035 0.214
H -1.37522 5.14837 -3.19785 -0.0072 -0.0064 -0.0036 0.207
H -2.14000 3.34317 -4.71020 0.0040 0.0015 -0.0009 0.206
H -1.45922 1.00052 -4.27853 0.0138 -0.0087 0.0033 0.222
H -0.02818 0.46580 -2.34860 0.0237 0.0425 -0.0586 0.255
H 2.36009 2.61149 2.24363 -0.0035 -0.0054 -0.0356 0.214
H 1.47449 3.54897 4.32637 -0.0080 0.0066 0.0028 0.210
H -0.90002 4.25006 4.46228 -0.0044 -0.0007 -0.0033 0.205
H -2.37071 3.98683 2.48923 0.0064 -0.0024 0.0108 0.206
H -1.48765 3.01470 0.40873 -0.0227 -0.0162 -0.0201 0.236
O -1.10316 0.48167 0.30356 0.0985 0.0998 0.0354 -0.629
N -1.42423 -0.64679 0.85273 -0.0980 -0.0169 -0.0875 0.029
C -2.60096 -1.20882 0.47053 0.0523 0.0108 0.0031 -0.008
C -3.06018 -2.39319 0.98164 -0.0161 0.0083 -0.0198 -0.288
C -2.28398 -3.04582 1.94067 -0.0113 -0.0252 -0.0260 -0.221
C -1.09051 -2.48249 2.31552 0.0129 -0.0082 -0.0034 -0.256
C -0.61086 -1.26370 1.78662 -0.0661 -0.0471 -0.0382 -0.010
S 0.87816 -0.59325 2.24805 0.1400 0.0057 0.1098 -0.386
H -3.11239 -0.62393 -0.27950 -0.0325 -0.0276 0.0051 0.225
H -3.99712 -2.79421 0.62265 -0.0014 -0.0021 0.0086 0.222
H -2.60536 -3.98676 2.37020 -0.0055 0.0084 -0.0009 0.214
H -0.45176 -2.95740 3.04747 -0.0091 -0.0111 0.0020 0.230
O -1.35722 -6.74286 0.18032 -0.0385 0.1076 0.1151 -0.401
N -0.34386 -6.21370 0.60766 0.1599 -0.3565 -0.2137 0.537
O 0.39986 -6.72944 1.42505 -0.0896 0.0957 0.0716 -0.398
C 0.02260 -4.92112 0.07262 0.0884 0.1456 -0.0100 -0.071
C -0.80032 -4.31554 -0.87124 0.0636 0.0795 0.0904 -0.100
C -0.46262 -3.08111 -1.35228 -0.0777 0.0371 0.0418 -0.091
C 0.66401 -2.31847 -0.87300 -0.1685 -0.0795 0.0546 0.529
O 0.78281 -1.10525 -1.16265 -0.0501 0.1188 0.1670 -0.661
C 1.53024 -3.07931 -0.01094 0.1630 0.0543 0.0743 -0.104
C 1.19717 -4.32307 0.48284 -0.2102 -0.0042 -0.0338 -0.091
N 2.85637 -2.61097 0.31976 0.2152 -0.1494 -0.0656 0.554
O 3.36195 -1.67130 -0.34042 -0.1316 0.0464 0.2056 -0.463
O 3.51571 -3.22275 1.11923 -0.0801 0.0728 -0.0850 -0.315
N -1.34320 -2.52149 -2.38006 -0.0369 -0.3193 -0.3262 0.537
O -0.89456 -1.69123 -3.14234 0.0155 0.1017 0.0936 -0.364
O -2.46513 -2.99525 -2.47808 0.0143 0.1417 0.1573 -0.404
H -1.69726 -4.80385 -1.21775 -0.0016 -0.0005 -0.0065 0.278
H 1.85384 -4.82457 1.17604 0.0147 0.0040 -0.0051 0.278
```
Forces are in eV/Å.

Output
**HOMO energy**: -4.35 eV
**Net charge**: -1
**HOMO-LUMO gap**: 5.385 eV

Entry from OMol25: an isolated molecule of C23H22N2O6 (the ωB97M-V functional and the def2-TZVPD basis).

```
53
Properties=species:S:1:pos:R:3:forces:R:3:nbo_charge:R:1
C -6.31965 1.62113 -0.80952 -0.0619 0.1540 -0.0886 -0.251
H -6.14213 2.54570 -0.25005 0.0094 -0.0287 -0.0304 0.174
O -5.83102 0.49725 -0.12090 0.1114 -0.2268 0.1410 -0.492
C -4.49611 0.42645 0.14672 0.1308 -0.1008 0.0715 0.287
C -4.06893 -0.71264 0.83069 -0.1730 0.2692 -0.1811 -0.237
C -2.74227 -0.89180 1.15457 0.0383 -0.0938 0.0374 -0.211
C -1.80329 0.07199 0.79484 -0.3580 0.0246 -0.0816 0.102
C -2.22644 1.20867 0.11582 0.1806 -0.2184 0.1406 -0.167
C -3.55867 1.39032 -0.20815 -0.3460 0.0274 -0.0662 -0.316
H -3.84942 2.28403 -0.73777 -0.0503 0.0673 -0.0375 0.219
H -1.50173 1.95872 -0.17105 0.0793 0.0821 -0.0437 0.203
N -0.43644 -0.05335 1.06530 0.3026 0.1649 0.1515 -0.585
C 0.25416 -1.15667 1.44452 -0.0696 0.3539 0.0493 0.651
O -0.23578 -2.16455 1.92413 -0.0666 -0.1257 -0.0292 -0.621
C 1.74725 -1.02304 1.32979 0.5160 0.2560 -0.3877 0.076
C 2.42033 -0.29428 0.42052 0.0865 -0.2725 0.4095 -0.222
C 1.85533 0.42015 -0.71853 -0.1915 0.2021 -0.4817 -0.119
C 2.35285 1.66923 -1.07713 -0.0970 -0.1944 0.1370 -0.150
C 1.80849 2.36171 -2.14255 -0.0933 0.1248 -0.1805 -0.307
C 0.76367 1.84012 -2.89704 -0.0956 0.0334 -0.0868 0.220
C 0.26062 0.56699 -2.55842 -0.0493 -0.0296 0.1089 0.328
C 0.82961 -0.11875 -1.49465 0.1252 0.2420 -0.2514 -0.253
H 0.44343 -1.10404 -1.28511 -0.0733 -0.1099 0.0008 0.231
O -0.73772 -0.11071 -3.19210 0.4830 -0.0355 0.0778 -0.510
C -1.70400 0.57823 -3.95290 -0.4042 0.1160 -0.2969 -0.240
H -2.11539 1.42656 -3.40032 0.0076 -0.0304 -0.0203 0.174
H -1.30163 0.92753 -4.90586 -0.0744 -0.0434 0.1142 0.186
H -2.49411 -0.15014 -4.13525 0.0171 0.0718 0.0188 0.191
O 0.20772 2.49389 -3.96696 0.0085 -0.4816 0.2534 -0.508
C 0.72125 3.74956 -4.33411 0.0876 0.2157 -0.0672 -0.250
H 1.77720 3.68764 -4.61544 -0.0343 0.0104 0.0289 0.179
H 0.59865 4.48767 -3.53456 0.0239 -0.0363 -0.0253 0.176
H 0.13715 4.05918 -5.19974 0.0745 0.0321 0.0573 0.201
H 2.21813 3.32779 -2.38984 -0.0017 0.0942 -0.0618 0.221
H 3.15796 2.10977 -0.50955 0.1015 0.0473 0.0591 0.210
H 3.49544 -0.24134 0.52336 -0.0148 -0.0535 0.0745 0.261
N 2.35879 -1.79730 2.31060 -0.3946 -0.2622 0.2869 -0.600
C 3.68097 -1.91105 2.61765 -0.3542 0.0808 -0.0577 0.639
O 4.57827 -1.27686 2.09469 0.0804 -0.0911 0.0494 -0.601
C 3.93479 -2.88764 3.68723 1.2990 -0.1395 0.3241 0.149
C 5.12442 -3.26589 4.25755 -0.7024 0.4051 -0.5265 -0.238
C 4.80336 -4.23462 5.23113 -0.5711 -0.1560 0.0832 -0.318
C 3.44816 -4.37627 5.18472 0.6701 -0.3353 0.4508 0.117
O 2.91389 -3.57082 4.25983 -0.3774 0.2199 -0.2944 -0.396
H 2.77399 -4.99762 5.74110 -0.1672 -0.0297 0.0080 0.207
H 5.48292 -4.75346 5.87514 0.0755 -0.1446 0.1624 0.233
H 6.09165 -2.88832 3.99906 0.1682 0.1295 -0.1132 0.244
H 1.69810 -2.39051 2.80739 0.1852 0.0752 -0.0756 0.440
H 0.12157 0.72061 0.73014 -0.0257 -0.2020 0.0932 0.419
H -2.42271 -1.77794 1.67634 -0.0030 -0.0255 0.0365 0.254
H -4.80568 -1.45238 1.09984 -0.0809 -0.1023 0.0432 0.226
H -5.87461 1.70824 -1.80643 -0.0020 0.0089 0.0376 0.173
H -7.39241 1.46285 -0.90873 0.0714 0.0608 -0.0215 0.201
```
Forces are in eV/Å.

Output
**Structure (SMILES)**: COc1ccc(NC(=O)/C(=C\c2ccc(OC)c(OC)c2)NC(=O)c2ccco2)cc1
**HOMO energy**: -7.77 eV
**Net charge**: 0
**HOMO-LUMO gap**: 8.070 eV

Which E_tot belongs to each record? In order, -181349.7062; -76017.2362; -39472.0371 eV.
Which relative energy (zero: lowest compared OMol25 entry of this formula, charge and spin) belongs to each record? In order, 8.6; 24.0; 76.5 kcal per mole.